{"formula": "C58H58N4OP2Re", "method": "the ωB97M-V functional and the def2-TZVPD basis", "elements": ["Re", "C", "C", "C", "C", "C", "C", "C", "N", "C", "C", "C", "C", "C", "C", "C", "N", "C", "C", "C", "C", "H", "H", "H", "H", "H", "H", "H", "H", "H", "H", "H", "H", "H", "H", "H", "H", "H", "H", "H", "H", "H", "H", "H", "H", "O", "C", "C", "C", "C", "C", "C", "P", "C", "C", "C", "C", "C", "C", "C", "C", "C", "C", "C", "C", "C", "C", "C", "C", "C", "C", "P", "C", "C", "C", "C", "C", "C", "C", "C", "C", "C", "C", "C", "H", "H", "H", "H", "H", "H", "H", "H", "H", "H", "H", "H", "H", "H", "H", "H", "H", "H", "H", "H", "H", "H", "H", "H", "H", "H", "H", "H", "C", "N", "C", "C", "N", "C", "H", "H", "H", "H", "H", "H"], "xyz": [[-0.507255, -0.235829, -0.800550], [6.669648, -0.717774, -1.434803], [5.896312, -0.718248, -0.115743], [6.200868, -2.015824, 0.652100], [6.333432, 0.492861, 0.726625], [4.396146, -0.620363, -0.344453], [3.820315, -0.539946, -1.613667], [2.456134, -0.415706, -1.753066], [1.620697, -0.353493, -0.698967], [2.156835, -0.466977, 0.538611], [3.511089, -0.600471, 0.738303], [1.168151, -0.378996, 1.617373], [1.475617, -0.463947, 2.952311], [0.496936, -0.301400, 3.938610], [-0.796163, -0.028696, 3.490123], [-1.068207, 0.015907, 2.144173], [-0.119049, -0.177932, 1.199571], [0.868007, -0.365593, 5.408953], [-0.371158, -0.414453, 6.307206], [1.734527, -1.608327, 5.671144], [1.674944, 0.909787, 5.725028], [7.735848, -0.784075, -1.221050], [6.510041, 0.200476, -2.006276], [6.414423, -1.574857, -2.062730], [7.276007, -2.091629, 0.816621], [5.886719, -2.895743, 0.086319], [5.717950, -2.041101, 1.632019], [7.414642, 0.462046, 0.865065], [5.876101, 0.493210, 1.719625], [6.090416, 1.433454, 0.223223], [4.430051, -0.577945, -2.504821], [2.005257, -0.351054, -2.733717], [3.897066, -0.678997, 1.744885], [2.500340, -0.639419, 3.245858], [-1.606508, 0.136167, 4.186506], [-2.069485, 0.198978, 1.786848], [-1.012271, -1.269103, 6.074976], [-0.964983, 0.500782, 6.245640], [-0.054887, -0.516262, 7.344701], [1.219270, -2.528192, 5.383882], [1.951432, -1.672136, 6.737356], [2.694903, -1.567243, 5.153691], [1.092453, 1.812882, 5.523867], [2.601615, 0.955589, 5.146359], [1.939961, 0.910033, 6.783032], [-3.004851, 2.216239, -1.426705], [-4.216768, 1.704317, -1.707620], [-5.227246, 2.398635, -2.400869], [-6.458317, 1.805944, -2.526107], [-6.680742, 0.535008, -1.980012], [-5.630454, -0.186798, -1.404750], [-4.369086, 0.361960, -1.295501], [-2.959760, -0.787650, -0.915633], [-3.557860, -1.710048, 0.522758], [-4.319102, -1.055673, 1.496024], [-4.723831, -1.731565, 2.638199], [-4.379048, -3.068164, 2.814104], [-3.626843, -3.724016, 1.849705], [-3.209807, -3.048663, 0.708641], [-3.115926, -1.794506, -2.412620], [-3.826275, -2.985731, -2.521416], [-3.963792, -3.590537, -3.767337], [-3.417258, -3.003500, -4.901341], [-2.725597, -1.801843, -4.800367], [-2.576862, -1.204961, -3.557518], [-2.604583, 3.488931, -1.256254], [-3.465424, 4.601993, -1.207658], [-2.914453, 5.855967, -1.095485], [-1.528273, 6.009044, -1.004978], [-0.691097, 4.887455, -0.968582], [-1.207298, 3.614964, -1.080883], [-0.011203, 2.209151, -1.014037], [0.823192, 2.314787, -2.613646], [0.284230, 1.518580, -3.629771], [0.789634, 1.572066, -4.919336], [1.840034, 2.436811, -5.201665], [2.371039, 3.244228, -4.200892], [1.863183, 3.193886, -2.909348], [1.072483, 2.728928, 0.333847], [0.500469, 3.190305, 1.524022], [1.309030, 3.528244, 2.597319], [2.692439, 3.422056, 2.487009], [3.264881, 2.967693, 1.307397], [2.458178, 2.613668, 0.233002], [-5.034256, 3.343657, -2.884306], [-7.249172, 2.317096, -3.060412], [-7.660598, 0.081464, -2.060376], [-5.807095, -1.203153, -1.074132], [-4.619405, -0.021205, 1.362840], [-5.328923, -1.224310, 3.379434], [-4.716135, -3.602650, 3.693402], [-3.384588, -4.771605, 1.975019], [-2.649052, -3.580076, -0.051913], [-4.282974, -3.446874, -1.654639], [-4.513711, -4.519261, -3.854027], [-3.544682, -3.473588, -5.868177], [-2.320081, -1.332955, -5.687905], [-2.072902, -0.241487, -3.487554], [-4.537273, 4.498225, -1.205820], [-3.562027, 6.722236, -1.058849], [-1.100648, 7.000046, -0.918341], [0.373583, 5.030406, -0.826185], [-0.564433, 0.869186, -3.422178], [0.365395, 0.957477, -5.702911], [2.237450, 2.492098, -6.207072], [3.180218, 3.925751, -4.430510], [2.288633, 3.836261, -2.147294], [-0.575858, 3.300997, 1.615912], [0.863959, 3.899556, 3.511720], [3.323702, 3.713980, 3.316503], [4.341805, 2.900001, 1.215997], [2.917610, 2.261211, -0.683873], [0.683745, -5.640350, 0.095465], [0.357261, -4.400520, -0.641307], [0.236840, -4.282848, -2.011549], [-0.114167, -3.001843, -2.262913], [-0.207227, -2.325229, -1.047410], [0.105645, -3.213930, -0.098218], [0.923420, -6.411915, -0.628333], [-0.168503, -5.959039, 0.688845], [1.545533, -5.469081, 0.733578], [0.411218, -5.113607, -2.676393], [-0.305170, -2.533349, -3.211437], [0.141650, -3.018379, 0.962803]], "forces_ev_per_a": [[-0.2836, -0.4776, 1.1460], [0.0213, -0.0064, 0.0048], [-0.0540, -0.0062, -0.0191], [-0.0317, -0.0316, -0.0027], [-0.0021, 0.0483, -0.0059], [0.0609, -0.0526, 0.0612], [0.0444, -0.0311, -0.0111], [-0.1628, 0.0058, 0.1727], [0.2063, 0.1549, -0.2720], [-0.1936, 0.0853, -0.0908], [0.1664, -0.0699, -0.0080], [-0.0180, 0.0744, -0.0627], [0.0396, 0.0760, 0.1159], [0.0952, 0.0369, 0.1570], [-0.1177, 0.0280, -0.0518], [0.1180, -0.0388, -0.0517], [-0.1108, -0.0602, -0.2089], [-0.0743, -0.0140, -0.0360], [-0.0124, 0.0020, -0.0220], [0.0043, -0.0121, 0.0172], [0.0412, 0.0132, -0.0187], [-0.0126, 0.0065, -0.0141], [0.0115, -0.0280, 0.0302], [0.0041, 0.0213, 0.0289], [-0.0258, 0.0061, -0.0017], [0.0152, 0.0294, 0.0132], [0.0196, 0.0060, -0.0373], [-0.0317, -0.0019, 0.0072], [0.0069, 0.0070, -0.0478], [0.0296, -0.0506, 0.0186], [-0.0117, 0.0206, 0.0093], [-0.0434, 0.0236, -0.0233], [0.0125, 0.0147, -0.0312], [-0.0279, -0.0050, -0.0006], [0.0196, -0.0245, -0.0272], [-0.0405, -0.0448, -0.0462], [0.0359, 0.0206, 0.0085], [0.0294, -0.0272, -0.0031], [-0.0060, 0.0029, -0.0182], [0.0015, 0.0457, 0.0092], [0.0051, 0.0114, -0.0211], [-0.0283, -0.0078, 0.0201], [0.0100, -0.0570, 0.0147], [-0.0371, 0.0027, 0.0282], [0.0056, -0.0026, -0.0303], [0.0904, -0.1957, 0.1854], [0.1261, 0.1362, -0.1014], [0.0698, -0.0578, 0.0558], [-0.1259, -0.1287, 0.0379], [-0.0045, 0.0474, -0.0393], [-0.1076, -0.0303, -0.0380], [0.1069, -0.0341, 0.0297], [-0.2701, 0.1765, -0.2911], [-0.0198, 0.0179, -0.0178], [-0.0026, -0.0131, 0.0495], [0.0184, -0.0474, -0.0246], [-0.0363, 0.0667, 0.0190], [0.0340, 0.0157, -0.0730], [0.0253, -0.0417, 0.0262], [-0.1061, 0.0118, -0.0247], [0.0260, -0.0680, -0.0536], [0.0048, 0.0032, 0.0626], [-0.0024, -0.0139, -0.0131], [0.0282, -0.0086, 0.0402], [0.0126, 0.0238, -0.0989], [-0.0488, 0.0352, -0.1273], [0.1188, -0.1202, 0.0161], [0.1609, 0.1174, 0.0196], [-0.0371, -0.0277, 0.0099], [0.0331, 0.2082, 0.0289], [-0.1349, -0.1725, 0.0621], [0.2474, 0.1412, -0.3141], [-0.1214, 0.0368, -0.0768], [0.0578, 0.0088, 0.0217], [0.0244, 0.0174, 0.0371], [0.0285, 0.0397, 0.0156], [-0.0065, -0.0115, -0.0268], [0.0551, -0.0108, 0.0113], [0.1208, 0.0511, -0.0694], [-0.0267, -0.0741, 0.0678], [-0.0075, -0.0126, -0.0294], [0.0027, 0.0026, -0.0027], [-0.0346, -0.0162, 0.0070], [0.0390, 0.0119, 0.0049], [0.0852, 0.0743, 0.0705], [0.0074, -0.0446, 0.0242], [0.0216, -0.0025, 0.0075], [-0.0268, 0.0148, -0.0071], [0.0064, -0.0310, -0.0094], [0.0216, -0.0179, -0.0273], [0.0144, 0.0207, -0.0234], [-0.0039, 0.0141, -0.0017], [0.0147, 0.0186, 0.0329], [0.0021, 0.0216, -0.0247], [0.0095, 0.0288, 0.0109], [0.0062, 0.0026, 0.0273], [-0.0105, 0.0014, 0.0167], [-0.1025, -0.0667, 0.0001], [-0.0691, -0.1235, -0.0187], [0.0334, -0.0010, 0.0110], [0.0011, -0.0299, -0.0090], [-0.0408, 0.0266, -0.0333], [0.0526, 0.0412, 0.0284], [0.0024, 0.0106, 0.0155], [0.0035, 0.0007, 0.0261], [-0.0203, -0.0155, 0.0014], [-0.0525, -0.0047, -0.0476], [0.0364, 0.0100, -0.0102], [0.0074, -0.0044, -0.0183], [-0.0075, -0.0059, -0.0021], [-0.0324, 0.0101, 0.0047], [-0.0082, -0.0123, 0.0706], [-0.0172, 0.1841, -0.1371], [0.0405, -0.2552, 0.0376], [0.0433, -0.1309, 0.1732], [-0.1222, 0.0397, 0.2524], [0.0784, 0.2803, -0.4913], [0.0961, 0.0819, -0.0449], [0.0136, -0.0134, -0.0229], [-0.0380, 0.0218, -0.0009], [0.0197, 0.0124, 0.0176], [-0.0105, 0.0313, 0.0508], [-0.0336, 0.0527, 0.0063], [-0.0376, -0.0188, -0.0412]], "lowdin_charge": [1.208, -0.044, -0.549, -0.019, -0.025, -0.106, 0.051, -0.081, -0.080, -0.208, 0.068, -0.181, 0.079, -0.101, 0.051, -0.079, -0.082, -0.546, -0.041, -0.023, -0.014, 0.105, 0.096, 0.098, 0.106, 0.099, 0.084, 0.106, 0.085, 0.088, 0.125, 0.113, 0.124, 0.124, 0.126, 0.090, 0.099, 0.092, 0.105, 0.099, 0.106, 0.082, 0.089, 0.087, 0.108, 0.043, -0.202, 0.038, 0.010, 0.039, -0.033, -0.219, 1.004, -0.390, -0.112, -0.037, -0.028, -0.040, -0.105, -0.394, -0.065, -0.024, -0.026, -0.047, -0.143, -0.195, 0.045, 0.008, 0.035, -0.034, -0.215, 1.029, -0.378, -0.139, -0.044, -0.021, -0.021, -0.067, -0.380, -0.096, -0.045, -0.030, -0.036, -0.096, 0.135, 0.142, 0.140, 0.130, 0.112, 0.125, 0.128, 0.121, 0.093, 0.108, 0.128, 0.129, 0.121, 0.067, 0.127, 0.141, 0.140, 0.127, 0.049, 0.121, 0.130, 0.129, 0.111, 0.115, 0.121, 0.127, 0.111, 0.099, 0.049, -0.077, 0.008, -0.089, -0.119, -0.134, 0.108, 0.104, 0.106, 0.149, 0.110, 0.152], "charge": 4, "multiplicity": 2, "homo_ev": [-18.3, -18.3], "energy_ha": -3298.909806, "orbital_gap_ha": [0.229, 0.181], "s_squared": 0.7835, "molar_mass_g_mol": 1075.28}